Entry 1:
C46H47N9O4Ta | the ωB97M-V functional and the def2-TZVPD basis

Computed properties:
2S+1	1
charge	+1
HOMO-LUMO gap	0.25871	Eh
E_LUMO	-0.15771	hartree

Each line ends with the Mulliken charge.
Geometry (Å):
Ta1 0.277 0.202 -0.529  1.6604
O1 0.993 4.275 -1.196  -0.6671
C1 0.496 3.200 -0.962  -0.1575
N1 1.186 2.028 -0.757  0.8814
C2 2.621 2.244 -0.769  -2.0321
C3 3.331 0.959 -0.542  0.7839
C4 4.714 0.881 -0.652  -0.7817
C5 5.342 -0.331 -0.470  -1.1442
C6 4.560 -1.447 -0.191  -1.1004
C7 3.195 -1.297 -0.106  -0.2296
N2 2.577 -0.110 -0.259  1.0882
C8 -0.973 2.999 -0.841  0.4153
C9 -1.879 4.006 -1.058  -0.8397
C10 -3.232 3.712 -0.928  -0.9865
C11 -3.605 2.443 -0.527  -0.9953
C12 -2.625 1.496 -0.297  0.2074
N3 -1.326 1.749 -0.494  1.0897
H1 2.884 2.968 0.007  0.4645
H2 2.934 2.682 -1.721  0.8944
H3 5.273 1.775 -0.891  0.6030
H4 6.416 -0.416 -0.560  0.4648
H5 4.995 -2.427 -0.060  0.5902
H6 2.577 -2.164 0.063  0.0776
H7 -1.509 4.983 -1.335  0.6280
H8 -3.979 4.471 -1.120  0.5296
H9 -4.641 2.171 -0.378  0.5876
H10 -2.874 0.515 0.063  -0.3282
C13 -0.770 1.716 -3.883  -1.5986
C14 -1.611 0.518 -4.322  0.5555
C15 -0.767 -0.672 -4.780  -1.3131
C16 -2.724 0.133 -3.355  0.7452
C17 -4.016 0.450 -3.779  -0.9013
C18 -5.142 0.068 -3.077  -1.5815
C19 -4.995 -0.676 -1.921  -0.2847
C20 -3.735 -0.997 -1.437  1.1437
C21 -3.654 -1.818 -0.155  1.5238
C22 -3.975 -3.291 -0.437  -1.8927
C23 -4.580 -1.303 0.954  -1.5557
C24 -2.592 -0.552 -2.138  -1.2021
N4 -1.313 -0.878 -1.523  1.2653
C25 -1.013 -2.224 -1.737  0.4177
O2 -1.461 -2.935 -2.600  -0.5929
C26 -0.184 -2.795 -0.619  -0.5346
C27 -0.060 -4.131 -0.301  -0.5866
C28 0.429 -4.453 0.962  -1.0277
C29 0.716 -3.450 1.884  -0.3887
C30 0.600 -2.141 1.465  -0.3889
N5 0.225 -1.855 0.225  0.5129
C31 0.726 -0.911 2.316  0.4606
O3 0.971 -1.012 3.497  -0.6507
N6 0.452 0.233 1.607  0.9909
C32 0.508 1.475 2.370  -1.2113
C33 1.727 2.085 2.719  0.8285
C34 1.682 3.386 3.217  -0.2138
C35 0.485 4.037 3.442  -1.4661
C36 -0.703 3.352 3.264  -0.3571
C37 -0.713 2.057 2.757  0.6668
C38 -1.996 1.245 2.809  3.0145
C39 -1.992 0.366 4.068  -1.5317
C40 -3.265 2.099 2.813  -2.2276
C41 3.065 1.359 2.789  1.5408
C42 3.292 0.893 4.238  -1.7730
C43 4.279 2.210 2.400  -1.9093
H11 -0.107 2.020 -4.695  0.6230
H12 -0.131 1.491 -3.031  0.4662
H13 -1.405 2.567 -3.633  0.2351
H14 -2.144 0.859 -5.213  0.6637
H15 -0.183 -1.102 -3.971  -0.1318
H16 -0.081 -0.350 -5.566  0.4811
H17 -1.401 -1.462 -5.181  0.4097
H18 -4.133 0.991 -4.710  0.4396
H19 -6.127 0.321 -3.446  0.4326
H20 -5.874 -1.017 -1.390  0.4080
H21 -2.632 -1.759 0.230  -0.8448
H22 -5.012 -3.389 -0.767  0.3949
H23 -3.858 -3.887 0.470  0.4414
H24 -3.341 -3.705 -1.219  0.3767
H25 -5.629 -1.459 0.701  0.4407
H26 -4.446 -0.239 1.160  0.2441
H27 -4.386 -1.847 1.879  0.4567
H28 -0.378 -4.878 -1.015  0.6212
H29 0.531 -5.492 1.248  0.5292
H30 1.004 -3.657 2.905  0.6302
H31 2.608 3.887 3.465  0.3993
H32 0.479 5.053 3.814  0.4655
H33 -1.633 3.825 3.544  0.4125
H34 -2.019 0.568 1.952  -1.6121
H35 -1.973 0.997 4.959  0.3664
H36 -1.125 -0.289 4.109  0.2162
H37 -2.898 -0.242 4.105  0.4594
H38 -3.416 2.558 3.791  0.5972
H39 -4.140 1.476 2.620  0.3246
H40 -3.237 2.899 2.074  0.4805
H41 3.030 0.473 2.152  -0.6408
H42 3.378 1.763 4.891  0.3953
H43 4.224 0.328 4.307  0.4784
H44 2.478 0.271 4.597  0.3442
H45 4.498 2.946 3.174  0.5673
H46 4.161 2.754 1.464  0.3398
H47 5.161 1.573 2.315  0.3706
O4 1.060 -0.395 -2.265  0.8076
N7 2.178 -0.040 -2.905  -1.1925
C44 2.849 -1.040 -3.350  1.0551
C45 2.459 -2.403 -3.093  -0.0184
N8 2.113 -3.469 -2.843  -0.5287
C46 4.068 -0.770 -4.057  -0.1259
N9 5.056 -0.586 -4.611  -0.4593

Entry 2:
C46H48BF3N7OTl | the ωB97M-V functional and the def2-TZVPD basis

Computed properties:
2S+1	1
HOMO-LUMO gap	0.31191	Eh
E_LUMO	0.01305	hartree
energy above the lowest of the compared OMol25 structures with the same formula, charge and spin	7.8	kJ/mol

Each line ends with the Mulliken charge.
Geometry (Å):
Tl1 -0.164 -0.122 0.123  0.7258
C1 -0.395 -3.617 -0.180  -0.1638
C2 0.648 -3.690 0.736  -0.1541
C3 0.436 -3.338 2.062  -0.1805
C4 -0.826 -2.934 2.483  -0.3423
C5 -1.874 -2.883 1.574  -0.1439
C6 -1.658 -3.211 0.242  -0.9634
H1 -0.233 -3.861 -1.221  0.3305
H2 1.631 -4.013 0.416  0.4088
H3 1.254 -3.385 2.771  0.4331
H4 -0.996 -2.653 3.516  0.3513
H5 -2.855 -2.566 1.900  0.5416
H6 -2.470 -3.140 -0.471  0.2080
C7 -6.151 0.840 -1.313  -1.2838
C8 -5.070 0.531 -0.330  0.7886
C9 -5.204 0.250 1.012  -1.3395
C10 -3.891 0.069 1.479  -0.4309
N1 -3.021 0.213 0.487  0.4292
N2 -3.748 0.494 -0.619  0.3684
B1 -3.032 0.798 -1.957  -1.3274
N3 -2.162 2.061 -1.820  0.4077
N4 -1.023 2.105 -1.086  0.5506
C11 -0.634 3.375 -1.070  -0.7771
C12 -1.542 4.175 -1.781  -1.4190
C13 -2.495 3.300 -2.248  0.6865
C14 -3.692 3.604 -3.086  -1.3205
C15 0.619 3.815 -0.436  0.5169
C16 1.793 3.077 -0.567  0.2084
C17 2.980 3.546 -0.023  -0.5400
C18 3.013 4.755 0.657  -0.6217
C19 1.847 5.496 0.793  -0.7791
C20 0.660 5.028 0.249  -0.6094
N5 -2.199 -0.441 -2.401  1.4548
N6 -0.861 -0.424 -2.593  -1.0953
C21 -0.545 -1.593 -3.143  -0.3839
C22 -1.693 -2.385 -3.310  -0.9838
C23 -2.727 -1.613 -2.823  0.4715
C24 -4.185 -1.919 -2.767  -1.4562
C25 0.835 -1.890 -3.559  1.3858
C26 1.233 -3.203 -3.812  -0.6550
C27 2.514 -3.481 -4.270  -0.7625
C28 3.417 -2.448 -4.480  -0.6702
C29 3.033 -1.139 -4.218  -0.5511
C30 1.755 -0.861 -3.761  -0.0814
C31 -3.492 -0.217 2.868  0.3175
C32 -4.323 -0.995 3.674  -0.4590
C33 -3.988 -1.262 4.992  -0.7526
C34 -2.819 -0.744 5.530  -0.7315
C35 -1.987 0.033 4.736  -0.6948
C36 -2.314 0.289 3.413  0.4156
H7 -7.091 0.959 -0.776  0.4273
H8 -6.281 0.042 -2.045  0.1547
H9 -5.954 1.758 -1.863  0.1184
H10 -6.120 0.223 1.579  0.5729
H11 -3.877 1.007 -2.785  -0.0555
H12 -1.484 5.234 -1.972  0.5795
H13 -3.698 4.666 -3.327  0.4261
H14 -4.617 3.372 -2.560  0.1213
H15 -3.686 3.037 -4.017  0.2289
H16 1.776 2.157 -1.140  0.7494
H17 3.895 2.981 -0.152  0.3882
H18 3.944 5.121 1.072  0.4071
H19 1.861 6.439 1.323  0.3724
H20 -0.251 5.604 0.358  0.4640
H21 -1.778 -3.361 -3.760  0.5034
H22 -4.374 -2.895 -3.210  0.4363
H23 -4.757 -1.172 -3.320  0.2594
H24 -4.554 -1.923 -1.739  0.2635
H25 0.532 -4.015 -3.655  0.2279
H26 2.801 -4.505 -4.472  0.3914
H27 4.414 -2.659 -4.845  0.4519
H28 3.734 -0.329 -4.377  0.4518
H29 1.445 0.158 -3.569  0.4452
H30 -5.232 -1.408 3.253  0.4243
H31 -4.641 -1.876 5.600  0.3908
H32 -2.560 -0.939 6.563  0.4159
H33 -1.086 0.457 5.161  0.4593
H34 -1.670 0.903 2.795  0.4148
C37 4.117 -0.171 3.511  -1.4110
C38 2.701 -0.510 3.078  0.0083
O1 1.980 0.608 2.586  0.3204
C39 1.477 1.449 3.610  -0.2580
C40 0.831 2.651 2.962  -0.5872
H35 4.653 -1.083 3.781  0.4265
H36 4.658 0.317 2.698  0.2143
H37 4.132 0.491 4.377  0.3994
H38 2.147 -0.969 3.908  0.4308
H39 2.714 -1.234 2.261  -0.0465
H40 2.280 1.769 4.283  0.3015
H41 0.756 0.878 4.207  -0.0248
H42 1.576 3.245 2.434  0.1458
H43 0.348 3.280 3.712  0.5686
H44 0.077 2.345 2.234  -0.1898
F1 7.681 -0.774 0.222  -0.2673
C41 7.066 -1.270 -0.864  0.8012
F2 7.505 -0.560 -1.920  -0.2576
F3 7.491 -2.530 -1.029  -0.2765
C42 5.569 -1.188 -0.741  -0.0429
C43 4.761 -2.196 -1.231  -1.1281
C44 3.386 -2.032 -1.138  -0.9098
N7 2.812 -0.969 -0.587  1.0054
C45 3.605 -0.017 -0.093  -0.6378
C46 4.987 -0.071 -0.160  -0.8383
H45 5.179 -3.081 -1.689  0.5862
H46 2.718 -2.777 -1.555  0.7583
H47 3.108 0.808 0.403  0.5569
H48 5.594 0.728 0.245  0.5345

Entry 3:
C46H48ClGeN4PPt | the ωB97M-V functional and the def2-TZVPD basis

Computed properties:
2S+1	3
charge	-2
HOMO-LUMO gap (spin up / spin down)	0.18102 / 0.11611	Eh
E_LUMO (spin up / spin down)	0.14659 / 0.08187	hartree
<S²>	2.030

Each line ends with the Mulliken spin population.
Geometry (Å):
Pt1 0.048 0.354 0.521  0.1312
C1 2.270 3.120 4.558  0.0008
C2 3.224 2.444 3.600  -0.0009
C3 4.637 2.575 3.689  -0.0002
C4 5.311 1.660 3.040  -0.0005
C5 4.708 0.817 2.119  -0.0003
C6 3.409 1.029 1.573  -0.0029
C7 2.440 1.651 2.486  0.0064
P1 0.648 1.623 2.407  -0.0112
C8 -0.304 3.109 2.697  0.0043
C9 -1.506 3.124 3.405  0.0009
C10 -2.257 4.205 3.611  0.0004
C11 -2.023 5.506 2.802  -0.0012
C12 -0.908 5.524 2.050  0.0011
C13 0.221 4.201 2.185  -0.0012
C14 1.332 4.391 1.195  0.0008
C15 0.072 0.534 3.834  0.0100
C16 0.084 0.960 5.199  -0.0036
C17 -0.695 0.233 6.118  0.0035
C18 -1.467 -0.891 5.787  -0.0025
C19 -1.617 -1.325 4.439  0.0103
C20 -0.603 -0.704 3.549  0.0053
C21 -0.471 -1.207 2.177  0.0574
H1 1.076 3.083 4.141  0.0002
H2 2.621 4.512 4.167  0.0001
H3 2.563 2.855 5.465  -0.0002
H4 -1.326 -4.253 0.075  -0.0013
H5 6.537 1.856 3.378  0.0001
H6 5.478 0.107 1.464  -0.0028
H7 3.387 1.029 0.655  -0.0007
H8 -1.764 2.081 3.597  0.0006
H9 -3.319 4.039 3.880  0.0000
H10 -2.789 6.258 2.788  -0.0001
H11 -0.117 6.368 1.557  -0.0001
H12 1.330 4.815 0.079  0.0004
H13 1.624 3.468 0.910  -0.0006
H14 1.995 4.984 1.680  -0.0002
H15 0.353 2.022 5.673  0.0002
H16 -0.760 0.495 7.098  0.0003
H17 -2.087 -1.426 6.752  0.0001
H18 -2.043 -2.294 4.137  0.0006
H19 -1.062 -1.867 1.762  -0.0156
H20 0.279 -2.073 2.355  0.0013
Cl1 0.979 1.852 -1.221  0.0040
C22 4.681 -1.901 -2.266  -0.0406
N1 4.141 -1.313 -0.942  0.0703
C23 2.799 -1.169 -1.109  0.0146
N2 2.241 -2.466 -1.424  0.0090
C24 2.722 -3.137 -2.508  -0.0222
N3 4.199 -3.151 -2.569  0.5829
C25 5.034 -4.030 -0.909  0.1113
N4 3.929 -3.612 0.008  0.1302
C26 4.225 -2.232 0.080  -0.0095
C27 2.495 -3.338 -0.272  0.0443
H21 6.040 -1.894 -2.442  0.0110
H22 4.345 -1.017 -3.022  0.0533
H23 2.446 -0.649 -1.940  -0.0217
H24 2.196 -0.475 -0.345  0.0235
H25 2.502 -2.900 -3.531  0.0410
H26 2.405 -4.039 -2.447  0.0080
H27 -0.908 -3.965 -0.589  0.0088
H28 4.589 -5.261 -1.214  0.0046
H29 5.284 -1.951 0.583  -0.0132
H30 3.664 -1.879 0.803  0.0190
H31 2.151 -2.916 0.597  -0.0085
H32 2.230 -4.454 -0.485  0.0050
C28 -1.085 -0.864 -0.579  0.7000
Ge1 -2.174 -0.665 -2.170  -0.0040
C29 -3.380 -2.210 -2.520  -0.0365
C30 -3.263 -3.253 -1.705  0.0222
C31 -3.866 -4.560 -2.072  0.0062
C32 -4.597 -4.551 -3.346  -0.0001
C33 -4.724 -3.462 -4.083  0.0008
C34 -4.110 -2.240 -3.656  0.0063
C35 -1.248 -0.455 -3.944  0.0347
C36 0.167 -0.689 -4.043  -0.0295
C37 0.718 -0.576 -5.242  0.0160
C38 -0.002 -0.280 -6.494  -0.0011
C39 -1.401 -0.066 -6.444  0.0025
C40 -1.949 0.001 -5.137  0.0075
C41 -3.340 0.905 -1.624  -0.0111
C42 -2.901 2.115 -1.055  0.0042
C43 -3.776 3.020 -0.550  0.0031
C44 -5.158 2.832 -0.548  0.0008
C45 -5.714 1.640 -1.192  0.0004
C46 -4.734 0.782 -1.775  0.0016
H33 -0.692 -1.884 -0.718  0.0461
H34 -2.686 -3.217 -0.780  0.0291
H35 -3.877 -5.620 -1.500  0.0002
H36 -5.015 -5.568 -3.523  -0.0002
H37 -5.376 -3.407 -4.864  0.0000
H38 -4.310 -1.310 -4.284  -0.0004
H39 0.745 -0.793 -3.174  -0.0088
H40 1.839 -0.611 -5.360  -0.0018
H41 0.687 -0.084 -7.480  0.0000
H42 -1.904 0.268 -7.268  -0.0001
H43 -2.976 0.148 -5.005  -0.0008
H44 -1.809 2.260 -1.115  -0.0018
H45 -3.431 4.081 -0.271  -0.0002
H46 -5.784 3.669 -0.166  0.0000
H47 -6.752 1.629 -1.406  0.0000
H48 -5.038 -0.074 -2.396  -0.0004

Entry 4:
C46H48GeN11Pt | the ωB97M-V functional and the def2-TZVPD basis

Computed properties:
2S+1	2
charge	+4
HOMO-LUMO gap (spin up / spin down)	0.15045 / 0.06238	Eh
E_LUMO (spin up / spin down)	-0.46921 / -0.55753	hartree
<S²>	0.787
energy above the lowest of the compared OMol25 structures with the same formula, charge and spin	202.2	kJ/mol

Each line ends with the Mulliken spin population.
Geometry (Å):
Pt1 0.583 0.595 0.085  -0.0187
N1 2.145 0.634 4.154  0.0106
C1 0.871 0.633 4.628  0.2187
C2 0.048 0.675 3.534  0.1094
N2 0.807 0.695 2.411  0.0526
C3 2.080 0.670 2.805  0.0308
C4 3.143 0.642 1.841  0.0562
N3 2.882 0.600 0.535  0.0672
C5 4.078 0.556 -0.101  0.1758
C6 5.084 0.581 0.829  0.2076
N4 4.479 0.633 2.045  -0.0046
H1 2.970 0.622 4.737  -0.0022
H2 0.646 0.596 5.675  -0.0021
H3 -1.024 0.697 3.504  0.0464
H4 4.168 0.510 -1.168  0.0112
H5 6.149 0.583 0.709  -0.0024
H6 4.968 0.661 2.928  -0.0022
N5 -2.767 -1.314 -5.056  0.0000
C7 -1.793 -0.805 -4.745  0.0003
C8 -0.611 -0.216 -4.217  -0.0009
C9 0.433 0.292 -4.993  -0.0003
C10 1.536 0.813 -4.335  -0.0005
C11 1.566 0.812 -2.948  0.0003
N6 0.571 0.322 -2.213  0.0035
C12 -0.495 -0.168 -2.827  0.0003
H7 0.379 0.272 -6.071  0.0000
H8 2.358 1.226 -4.896  0.0000
H9 2.402 1.219 -2.400  -0.0014
H10 -1.291 -0.564 -2.207  -0.0005
C13 -0.053 4.301 2.386  0.0014
C14 1.053 4.041 1.362  0.0187
N7 0.752 4.642 0.081  -0.0002
C15 0.989 6.069 -0.056  0.0000
C16 -0.279 6.925 0.071  0.0000
C17 0.236 3.903 -0.900  0.0000
C18 0.012 4.544 -2.235  0.0001
N8 -0.054 2.630 -0.738  -0.0001
H11 0.251 3.924 3.358  0.0001
H12 -0.977 3.810 2.088  -0.0001
H13 -0.242 5.365 2.480  0.0004
H14 1.179 2.962 1.214  -0.0174
H15 1.993 4.462 1.727  0.0007
H16 1.460 6.276 -1.021  -0.0001
H17 1.695 6.357 0.724  0.0001
H18 -1.126 6.508 -0.466  0.0000
H19 -0.084 7.913 -0.334  0.0000
H20 -0.563 7.051 1.111  0.0000
H21 0.970 4.878 -2.633  0.0000
H22 -0.638 5.414 -2.175  0.0000
H23 -0.421 3.837 -2.941  0.0001
H24 -0.546 2.282 -1.557  -0.0004
C19 -3.136 1.492 -0.541  -0.0003
Ge1 -2.228 -0.013 0.446  0.0040
C20 -3.246 -1.596 -0.447  -0.0005
C21 -2.515 -2.616 -1.030  0.0000
C22 -3.134 -3.433 -1.965  0.0002
C23 -4.480 -3.266 -2.241  0.0006
C24 -5.207 -2.259 -1.630  -0.0004
C25 -4.598 -1.441 -0.688  -0.0010
C26 -3.185 -0.163 2.265  -0.0002
C27 -3.930 0.936 2.641  -0.0047
C28 -4.502 0.990 3.914  0.0095
C29 -4.345 -0.059 4.793  -0.0065
C30 -3.590 -1.192 4.440  0.0082
C31 -3.371 -2.261 5.333  -0.0044
C32 -2.646 -3.371 4.958  0.0054
C33 -2.098 -3.444 3.677  0.0048
C34 -2.284 -2.413 2.784  -0.0014
C35 -3.014 -1.261 3.130  0.0127
H25 -4.210 1.388 -0.434  0.0000
H26 -2.906 1.422 -1.601  0.0000
H27 -2.825 2.467 -0.182  -0.0001
H28 -1.463 -2.747 -0.810  -0.0006
H29 -2.554 -4.187 -2.476  0.0001
H30 -4.982 -3.953 -2.909  -0.0001
H31 -6.248 -2.100 -1.866  0.0000
H32 -5.185 -0.688 -0.181  -0.0001
H33 -4.068 1.773 1.972  0.0006
H34 -5.077 1.860 4.193  -0.0001
H35 -4.832 -0.026 5.758  0.0001
H36 -3.760 -2.184 6.337  0.0000
H37 -2.499 -4.184 5.649  -0.0002
H38 -1.537 -4.317 3.387  0.0000
H39 -1.882 -2.480 1.779  -0.0036
C36 1.269 -3.855 1.232  -0.0036
C37 1.097 -2.481 1.166  -0.0070
N9 1.103 -1.811 0.014  0.0088
C38 1.307 -2.492 -1.108  -0.0004
C39 1.472 -3.878 -1.150  0.0011
C40 1.442 -4.572 0.062  0.0002
C41 1.556 -4.614 -2.413  0.0016
C42 2.413 -4.427 -3.423  0.0007
C43 3.566 -3.544 -3.400  -0.0011
C44 4.337 -3.367 -4.561  0.0025
C45 5.477 -2.595 -4.410  -0.0002
N10 5.790 -2.060 -3.255  0.0040
C46 5.030 -2.247 -2.202  0.0059
N11 3.925 -2.952 -2.265  0.0005
H40 1.256 -4.364 2.181  -0.0004
H41 0.931 -1.898 2.060  0.0109
H42 1.314 -1.941 -2.037  0.0005
H43 1.559 -5.645 0.075  0.0000
H44 0.837 -5.419 -2.508  -0.0001
H45 2.325 -5.035 -4.313  0.0001
H46 4.079 -3.822 -5.503  0.0001
H47 6.158 -2.411 -5.231  -0.0001
H48 5.320 -1.813 -1.257  -0.0043

no.,maximum force (eV/A),electronic energy (hartree)
1,0.39,-2631.8377
2,0.17,-2737.3223
3,11.64,-4997.4175
4,4.30,-4578.7226